{"formula": "C2H4NO3", "method": "the ωB97M-V functional and the def2-TZVPD basis", "species": ["C", "H", "O", "H", "O", "O", "H", "C", "N", "H"], "coordinates": [[-2.5902, 0.5753, 0.3643], [1.1333, -0.2002, -1.4477], [-3.2189, -0.1220, 1.1092], [2.7419, 0.1777, -0.6299], [-2.7790, 1.4283, -0.4421], [0.4802, 0.4610, 1.0735], [2.1920, -1.5935, -0.7480], [1.8222, -0.5284, -0.5478], [1.3151, -0.4673, 0.8388], [-1.0965, 0.2692, 0.4298]], "charge": -1, "orbital_gap_ev": [6.5, 7.2], "e_tot_ev": -9768.3967, "relative_energy_ev": 5.4125, "lumo_ev": [3.3, 3.9]}